Record 1
ORCA calculation (ωB97M-V/def2-TZVPD) on C22H15F6N3O7PtS2 as an isolated structure at a distorted geometry.

Computed properties:
HOMO level: -8.6 eV
strongest force on any atom: 0.034 Eh/bohr
LUMO energy: -0.9162 eV
Kohn-Sham gap: 7.70 eV

XYZ file:
```
56
Properties=species:S:1:pos:R:3:lowdin_charge:R:1
Pt -0.59 0.30 0.42 1.23
O -3.60 3.33 0.69 0.08
C -3.75 3.48 -0.64 -0.25
C -4.54 4.56 -1.04 0.00
C -4.78 4.79 -2.38 -0.07
C -4.24 3.95 -3.35 -0.09
C -3.45 2.90 -2.96 -0.03
C -3.18 2.65 -1.61 -0.08
C -2.26 1.56 -1.26 -0.41
O -2.24 1.18 0.00 -0.21
N -1.51 0.99 -2.15 0.09
N -0.73 -0.04 -1.53 -0.14
C -0.14 -0.78 -2.41 -0.03
C 0.46 -2.12 -2.33 -0.11
C 0.73 -2.69 -3.58 -0.03
C 1.16 -3.99 -3.71 -0.07
C 1.31 -4.76 -2.56 -0.05
C 1.07 -4.22 -1.31 0.01
C 0.67 -2.89 -1.19 -0.21
O 0.41 -2.33 0.02 -0.03
H -3.02 2.58 0.88 0.08
H -4.94 5.21 -0.27 0.12
H -5.39 5.64 -2.67 0.11
H -4.44 4.13 -4.40 0.10
H -3.01 2.24 -3.70 0.11
H -0.26 -0.41 -3.42 0.13
H 0.57 -2.09 -4.47 0.12
H 1.35 -4.41 -4.68 0.11
H 1.62 -5.79 -2.63 0.11
H 1.21 -4.81 -0.41 0.13
F 1.06 2.84 0.08 0.12
C 0.55 3.64 1.01 -0.68
F 1.43 4.59 1.29 0.16
F -0.57 4.18 0.54 0.16
S 0.16 2.71 2.56 0.62
O -0.80 1.67 2.19 -0.40
O -0.31 3.71 3.45 -0.22
N 1.56 2.12 2.97 -0.28
S 1.86 0.57 2.82 0.64
O 1.35 -0.01 1.57 -0.42
O 1.64 -0.19 4.00 -0.23
C 3.69 0.65 2.55 -0.68
F 4.23 1.64 3.25 0.16
F 3.96 0.83 1.26 0.15
F 4.22 -0.50 2.94 0.15
C 2.53 -3.71 3.31 -0.08
C 3.22 -3.31 2.18 -0.07
C 2.54 -2.85 1.06 -0.03
C 1.16 -2.82 1.11 -0.30
C 0.45 -3.22 2.22 0.00
C 1.15 -3.66 3.34 -0.06
H 3.07 -4.04 4.19 0.11
H 4.30 -3.33 2.16 0.11
H 3.06 -2.53 0.17 0.14
H -0.63 -3.16 2.22 0.13
H 0.61 -3.96 4.22 0.11
```



Record 2
ORCA calculation (ωB97M-V/def2-TZVPD) on C22H16Br2N2OPd as an isolated structure.

Computed properties:
HOMO level (alpha / beta): -7.6 / -7.6 eV
expectation value of S²: 2.006
strongest force on any atom: 0.009 Eh/bohr
spin multiplicity: 3
LUMO energy (alpha / beta): -0.1462 / -0.9768 eV
Kohn-Sham gap (alpha / beta): 7.48 / 6.63 eV

XYZ file:
```
44
Properties=species:S:1:pos:R:3:lowdin_charge:R:1
Pd -0.56 0.50 -0.43 1.00
C 1.16 -0.66 -3.08 -0.04
C 1.85 0.52 -2.47 -0.31
C 3.11 0.95 -2.93 -0.01
C 3.72 2.02 -2.35 -0.01
C 3.09 2.71 -1.29 -0.19
C 3.62 3.83 -0.60 -0.64
Br 5.33 4.53 -1.07 0.76
C 2.92 4.41 0.41 -0.17
C 1.66 3.92 0.79 -0.62
Br 0.74 4.76 2.20 0.77
C 1.06 2.84 0.16 -0.43
O -0.11 2.37 0.48 -0.21
C 1.83 2.24 -0.89 -0.14
N 1.24 1.16 -1.49 0.04
H 1.66 -0.99 -3.99 0.08
H 0.12 -0.42 -3.31 0.07
H 1.15 -1.50 -2.37 0.08
H 3.59 0.42 -3.74 0.11
H 4.69 2.35 -2.69 0.08
H 3.33 5.26 0.94 0.10
N -0.16 -0.25 1.74 0.06
C -0.37 -1.65 1.88 -0.26
C 0.65 -2.43 2.42 -0.04
C 0.50 -3.80 2.53 -0.09
C -0.68 -4.40 2.11 -0.09
C -1.69 -3.61 1.57 -0.03
C -1.55 -2.23 1.44 -0.14
C -2.64 -1.44 0.80 -0.21
C -3.97 -1.77 1.06 -0.05
C -5.02 -1.13 0.40 -0.09
C -4.74 -0.15 -0.54 -0.10
C -3.42 0.20 -0.78 -0.13
C -2.36 -0.42 -0.12 -0.20
H 0.71 0.07 2.15 0.10
H -0.92 0.32 2.07 0.11
H 1.56 -1.95 2.75 0.11
H 1.30 -4.40 2.95 0.10
H -0.81 -5.47 2.19 0.10
H -2.60 -4.08 1.21 0.11
H -4.20 -2.54 1.80 0.11
H -6.04 -1.41 0.63 0.10
H -5.55 0.34 -1.06 0.10
H -3.22 0.98 -1.51 0.08
```



Record 3
ORCA calculation (ωB97M-V/def2-TZVPD) on C22H16F6N4O6RuS2 as an isolated structure at a distorted geometry.

Computed properties:
HOMO level (alpha / beta): -4.1 / -3.9 eV
expectation value of S²: 0.771
strongest force on any atom: 0.061 Eh/bohr
spin multiplicity: 2
LUMO energy (alpha / beta): 2.1785 / 1.9642 eV
total charge: -1
Kohn-Sham gap (alpha / beta): 6.23 / 5.83 eV

XYZ file:
```
57
Properties=species:S:1:pos:R:3:lowdin_charge:R:1
Ru 0.11 0.38 0.51 0.97
F -2.88 0.29 -0.32 0.12
C -3.66 1.24 0.17 -0.66
F -4.35 1.78 -0.84 0.12
F -4.53 0.69 1.02 0.13
S -2.71 2.62 1.02 0.59
O -1.37 2.57 0.44 -0.36
O -3.52 3.76 0.75 -0.28
N -2.71 2.26 2.56 -0.29
S -1.63 1.19 3.02 0.60
O -1.78 -0.09 2.34 -0.34
O -0.30 1.72 3.20 -0.29
C -2.21 0.91 4.73 -0.70
F -2.13 2.03 5.44 0.14
F -3.48 0.49 4.74 0.14
F -1.45 -0.02 5.29 0.15
N 1.59 2.16 0.94 -0.03
C 2.91 1.65 1.33 -0.16
C 2.82 0.26 1.95 -0.67
O 3.80 -0.13 2.59 -0.01
O 1.74 -0.38 1.73 -0.13
H 1.63 2.92 0.29 0.08
H 1.06 2.46 1.76 0.05
H 3.43 2.30 2.03 0.11
H 3.52 1.54 0.44 0.09
C -0.58 -3.93 1.18 -0.05
C 0.45 -4.52 0.49 -0.07
C 1.25 -3.74 -0.32 -0.02
C 1.02 -2.37 -0.42 -0.24
N -0.03 -1.81 0.20 0.02
C -0.80 -2.57 0.99 -0.09
C 1.97 -1.47 -1.12 -0.13
C 3.32 -1.79 -1.11 -0.02
C 4.29 -0.89 -1.51 -0.07
C 3.90 0.37 -1.93 -0.09
C 2.55 0.69 -1.98 -0.04
C 1.56 -0.23 -1.62 -0.18
H -1.22 -4.49 1.85 0.10
H 0.64 -5.59 0.58 0.10
H 2.06 -4.19 -0.88 0.11
H -1.61 -2.06 1.48 0.09
H 3.63 -2.75 -0.71 0.11
H 5.34 -1.15 -1.46 0.10
H 4.64 1.11 -2.21 0.10
H 2.24 1.64 -2.39 0.11
N -4.42 1.08 -4.74 0.14
C -3.47 0.87 -4.13 -0.19
C -2.26 0.60 -3.39 -0.25
C -1.80 -0.71 -3.28 -0.03
C -0.61 -0.98 -2.63 -0.02
C 0.16 0.04 -2.07 -0.22
C -0.32 1.35 -2.18 -0.08
C -1.52 1.62 -2.82 -0.03
H -2.37 -1.51 -3.74 0.12
H -0.25 -2.00 -2.59 0.12
H 0.24 2.17 -1.76 0.09
H -1.89 2.64 -2.87 0.13
```



Record 4
ORCA calculation (ωB97M-V/def2-TZVPD) on a 2-piece molecular cluster, C22H16FN2O6S2 overall at a distorted geometry.

Computed properties:
HOMO level: -3.8 eV
strongest force on any atom: 0.079 Eh/bohr
LUMO energy: 0.5078 eV
total charge: -1
Kohn-Sham gap: 4.29 eV

XYZ file:
```
49
Properties=species:S:1:pos:R:3:lowdin_charge:R:1
N 4.61 -0.35 5.01 0.14
C 3.61 -0.74 4.53 -0.18
C 2.39 -1.20 3.94 -0.23
C 1.17 -0.58 4.27 -0.02
C -0.01 -1.01 3.70 0.01
C -0.02 -2.09 2.78 -0.18
C -1.27 -2.52 2.21 0.01
C -1.43 -3.49 1.26 -0.01
N -2.71 -3.85 0.85 -0.35
O -2.92 -4.61 -0.13 0.05
O -3.65 -3.36 1.54 0.01
C 1.21 -2.72 2.46 0.00
C 2.40 -2.27 3.03 -0.02
H 1.17 0.25 4.99 0.12
H -0.96 -0.53 3.95 0.13
H -2.17 -2.04 2.60 0.12
H -0.59 -3.98 0.76 0.13
H 1.22 -3.56 1.76 0.11
H 3.34 -2.76 2.79 0.12
F -4.70 1.81 -1.44 -0.07
C -3.51 1.22 -1.29 -0.51
S -2.21 1.91 -2.31 0.64
C -1.45 3.24 -1.35 -0.28
C -0.30 2.98 -0.61 -0.07
C 0.24 3.98 0.19 -0.09
C -0.36 5.24 0.24 -0.10
C -1.51 5.50 -0.51 -0.09
C -2.05 4.50 -1.33 -0.06
O -1.18 0.92 -2.47 -0.34
O -2.87 2.52 -3.44 -0.33
S -3.16 0.71 0.37 0.66
C -4.82 0.32 0.92 -0.28
C -5.61 1.31 1.51 -0.06
C -6.93 1.01 1.85 -0.09
C -7.45 -0.27 1.60 -0.09
C -6.65 -1.24 0.99 -0.07
C -5.34 -0.94 0.64 -0.06
O -2.35 -0.49 0.33 -0.33
O -2.75 1.84 1.18 -0.35
H 0.17 1.99 -0.66 0.11
H 1.13 3.76 0.79 0.10
H 0.05 6.02 0.88 0.09
H -2.00 6.47 -0.47 0.09
H -2.94 4.68 -1.93 0.11
H -5.19 2.29 1.69 0.11
H -7.54 1.78 2.31 0.10
H -8.48 -0.50 1.87 0.09
H -7.03 -2.24 0.79 0.10
H -4.71 -1.67 0.15 0.10
```



Record 5
ORCA calculation (ωB97M-V/def2-TZVPD) on a 2-piece molecular cluster, C22H17BCl2F3N2O9 overall at a distorted geometry.

Computed properties:
HOMO level: -4.9 eV
strongest force on any atom: 0.142 Eh/bohr
LUMO energy: 1.6082 eV
total charge: -1
Kohn-Sham gap: 6.50 eV

XYZ file:
```
56
Properties=species:S:1:pos:R:3:lowdin_charge:R:1
O 3.52 -1.90 -1.65 0.04
N 3.03 -1.32 -0.73 -0.03
O 2.55 -0.12 -1.15 -0.09
C 1.54 0.32 -0.22 -0.07
C 0.10 0.55 -0.82 -0.01
C -0.08 0.30 -2.41 -0.12
C 0.21 -1.23 -2.85 -0.11
C -1.15 -2.02 -3.17 -0.12
F -1.70 -1.86 -4.46 0.01
C -1.70 -2.79 -2.12 -0.13
F -0.97 -3.29 -1.02 0.06
F -3.09 -3.04 -2.15 0.04
C -1.10 0.99 0.10 0.08
B -2.62 1.19 -0.46 -0.48
O -3.77 0.49 0.05 0.09
O -2.87 2.10 -1.57 0.06
C -0.76 1.21 1.59 0.05
C 0.67 1.01 2.18 0.05
C 1.87 0.57 1.30 0.03
C 3.31 0.38 1.97 -0.14
O 4.21 1.51 1.80 -0.10
C 4.73 1.45 0.47 -0.21
C 5.70 0.32 0.01 -0.03
C 6.27 0.16 -1.42 -0.08
C 5.84 1.18 -2.51 -0.08
C 4.88 2.35 -2.09 -0.06
C 4.32 2.49 -0.63 0.01
C 0.55 1.32 3.74 -0.28
O 1.38 1.72 4.58 0.09
N -0.90 1.02 3.96 0.06
C -1.07 -0.46 4.08 -0.57
O -0.34 -1.14 4.87 -0.06
O -2.00 -1.15 3.31 -0.16
C -1.67 1.63 2.84 -0.27
O -2.71 2.32 2.92 0.09
H 0.77 0.93 -2.89 0.12
H -1.05 0.73 -2.82 0.11
H 0.71 -1.74 -1.95 0.10
H 0.97 -1.24 -3.70 0.12
H -4.51 0.66 -0.59 0.07
H -2.86 3.03 -1.26 0.11
H 3.13 0.28 3.11 0.15
H 3.74 -0.63 1.64 0.12
H 6.01 -0.45 0.80 0.11
H 6.96 -0.72 -1.64 0.09
H 6.24 1.02 -3.56 0.08
H 4.59 3.06 -2.94 0.08
H 3.61 3.36 -0.43 0.10
Cl -7.12 -0.42 -0.56 0.55
C -7.37 -1.29 0.97 -0.65
C -6.27 -2.30 1.24 -0.65
Cl -6.32 -3.67 0.11 0.53
H -8.35 -1.77 0.94 0.06
H -7.38 -0.54 1.77 0.08
H -6.38 -2.72 2.25 0.08
H -5.28 -1.84 1.18 0.07
```



Record 6
ORCA calculation (ωB97M-V/def2-TZVPD) on C22H17Br2F7N2O7S2Ti as an isolated structure at a distorted geometry.

Computed properties:
HOMO level: -9.4 eV
strongest force on any atom: 0.023 Eh/bohr
LUMO energy: -1.4217 eV
Kohn-Sham gap: 7.95 eV

XYZ file:
```
60
Properties=species:S:1:pos:R:3:lowdin_charge:R:1
Ti 1.29 1.53 -0.94 0.87
O 0.87 0.29 0.62 -0.21
C 0.56 0.92 1.88 -0.28
C 0.51 2.43 1.60 -0.49
O 0.04 3.24 2.34 0.16
O 1.12 2.74 0.45 -0.12
C 1.69 0.67 2.87 -0.15
C 1.64 1.27 4.12 -0.01
C 2.63 1.03 5.05 -0.07
C 3.68 0.17 4.75 -0.08
C 3.73 -0.43 3.50 -0.06
C 2.74 -0.18 2.56 -0.04
C -0.77 0.35 2.35 -0.14
C -1.97 0.99 2.06 -0.02
C -3.18 0.40 2.41 -0.08
C -3.19 -0.84 3.03 -0.09
C -2.00 -1.48 3.32 -0.07
C -0.79 -0.89 2.98 -0.01
H 0.28 -0.54 0.36 0.03
H 0.82 1.94 4.36 0.12
H 2.59 1.51 6.02 0.11
H 4.45 -0.02 5.48 0.10
H 4.55 -1.09 3.25 0.11
H 2.79 -0.64 1.58 0.06
H -1.98 1.95 1.56 0.13
H -4.11 0.91 2.18 0.11
H -4.13 -1.30 3.31 0.11
H -2.00 -2.45 3.81 0.11
H 0.14 -1.39 3.21 0.13
C -4.11 -2.29 -1.09 -0.03
C -2.63 -2.45 -0.96 -0.23
C -1.92 -3.44 -1.64 0.00
C -0.55 -3.53 -1.54 -0.08
C 0.10 -2.60 -0.74 -0.70
Br 1.98 -2.63 -0.54 0.86
N -0.55 -1.65 -0.08 0.04
C -1.88 -1.58 -0.19 -0.04
H -4.61 -3.25 -1.10 0.08
H -4.36 -1.77 -2.02 0.09
H -4.51 -1.70 -0.26 0.08
H -2.45 -4.15 -2.27 0.13
H 0.02 -4.28 -2.06 0.11
H -2.35 -0.77 0.37 0.11
F 2.21 -0.17 -5.12 0.17
C 1.04 -0.73 -4.86 -0.68
F 0.28 -0.69 -5.95 0.16
F 1.22 -2.00 -4.51 0.15
S 0.17 0.14 -3.49 0.66
O 1.18 0.06 -2.41 -0.44
O -1.04 -0.57 -3.28 -0.21
N 0.03 1.56 -4.10 -0.27
S 0.44 2.95 -3.53 0.69
O -0.60 3.86 -3.25 -0.20
O 1.51 2.81 -2.50 -0.41
C 1.40 3.61 -4.98 -0.68
F 2.56 2.99 -5.09 0.17
F 1.59 4.91 -4.78 0.16
F 0.69 3.44 -6.08 0.16
Br 3.69 1.24 -0.76 0.27
F -0.54 1.58 -1.29 -0.36
```